{
  "formula": "C52H52N5O2PW",
  "method": "ωB97M-V/def2-TZVPD",
  "max_force_ev_per_a": 0.7,
  "e_lumo_ev": [-0.72, -0.67],
  "e_homo_ev": [-7.05, -7.05],
  "orbital_gap_ev": [6.3295, 6.3744],
  "relative_energy_kcal_mol": 1.9,
  "elements": ["W", "C", "C", "C", "C", "C", "C", "C", "C", "C", "C", "C", "C", "N", "C", "C", "N", "C", "C", "C", "C", "C", "C", "C", "C", "C", "C", "C", "C", "C", "C", "C", "C", "C", "C", "C", "C", "C", "C", "H", "H", "H", "H", "H", "H", "H", "H", "H", "H", "H", "H", "H", "H", "H", "H", "H", "H", "H", "H", "H", "H", "H", "H", "H", "H", "H", "H", "H", "H", "H", "H", "H", "H", "H", "H", "H", "H", "H", "H", "O", "C", "O", "C", "P", "C", "C", "C", "C", "C", "C", "C", "C", "C", "C", "C", "C", "H", "H", "H", "H", "H", "H", "H", "H", "H", "H", "H", "H", "N", "C", "N", "C", "N"],
  "coordinates": [[0.70653, -0.21138, 0.22605], [0.79451, -3.20614, 2.87392], [-0.71058, -3.23020, 2.58989], [-1.41701, -1.96545, 3.07762], [-0.96549, -3.65860, 1.15134], [-1.12338, -5.02672, 0.93890], [-1.35351, -5.54891, -0.32016], [-1.43399, -4.69295, -1.40274], [-1.27804, -3.31870, -1.24907], [-1.42136, -2.44737, -2.48240], [-0.46538, -2.89693, -3.58948], [-2.85937, -2.44105, -3.00758], [-1.02621, -2.80725, 0.03863], [-0.93878, -1.37950, 0.21773], [-2.14409, -0.72263, 0.24478], [-2.04806, 0.63483, 0.25988], [-0.76177, 1.13943, 0.21917], [-0.69567, 2.57802, 0.32572], [-0.74384, 3.11251, 1.62405], [-0.75849, 4.49438, 1.78203], [-0.74331, 5.33655, 0.68716], [-0.71521, 4.79320, -0.58453], [-0.69864, 3.41682, -0.80207], [-0.63321, 2.98857, -2.25898], [0.82921, 2.81538, -2.66730], [-1.50684, 1.80728, -2.68019], [-0.79276, 2.24122, 2.86872], [-2.09763, 2.42336, 3.64812], [0.41024, 2.52437, 3.77199], [-3.39465, 1.22663, 0.28171], [-3.94363, 2.47943, 0.28131], [-5.36150, 2.60038, 0.30883], [-6.19552, 1.51390, 0.33889], [-5.64966, 0.20004, 0.33611], [-6.36581, -1.02874, 0.36606], [-5.68698, -2.21936, 0.36121], [-4.26658, -2.29000, 0.32059], [-3.55769, -1.12139, 0.28610], [-4.26969, 0.10692, 0.30204], [0.99752, -2.87535, 3.89350], [1.31037, -2.52039, 2.19967], [1.22850, -4.19784, 2.73097], [-1.11941, -4.04859, 3.19040], [-0.94218, -1.05446, 2.71772], [-1.38009, -1.94122, 4.16856], [-2.46595, -1.95592, 2.77736], [-1.07826, -5.69042, 1.79494], [-1.48469, -6.61527, -0.45319], [-1.63256, -5.09376, -2.38913], [-1.16998, -1.42713, -2.20716], [-0.77078, -3.85765, -4.00884], [0.55537, -3.01361, -3.22048], [-0.46426, -2.17834, -4.41161], [-3.17618, -3.44754, -3.29174], [-2.92939, -1.80723, -3.89413], [-3.55909, -2.06348, -2.26205], [-0.79371, 4.91096, 2.78135], [-0.76366, 6.41067, 0.82068], [-0.71731, 5.45077, -1.44645], [-1.01323, 3.84900, -2.81786], [1.31368, 2.08436, -2.02374], [1.37560, 3.75451, -2.56078], [0.91290, 2.48346, -3.70580], [-1.13070, 0.85766, -2.31345], [-1.53236, 1.75638, -3.77140], [-2.53274, 1.92384, -2.32524], [-0.73543, 1.19814, 2.56354], [-2.20682, 3.45131, 4.00233], [-2.10341, 1.76783, 4.52144], [-2.96585, 2.18248, 3.03766], [0.33048, 3.50909, 4.23817], [1.34293, 2.50488, 3.20390], [0.48068, 1.77733, 4.56360], [-3.33336, 3.37401, 0.26863], [-5.78982, 3.59473, 0.30968], [-7.26978, 1.65147, 0.36349], [-7.44879, -1.01967, 0.39323], [-6.24623, -3.14601, 0.38556], [-3.77785, -3.25685, 0.30858], [2.19144, -0.27459, 4.07880], [2.17353, 0.01327, 2.91573], [1.07651, -0.10176, 2.16340], [3.40089, 0.58556, 2.21068], [3.20198, 0.50466, 0.39306], [4.05624, -1.05011, -0.00502], [5.42965, -1.13426, -0.21850], [6.02998, -2.36864, -0.41278], [5.26844, -3.52988, -0.37759], [3.90090, -3.45848, -0.15862], [3.30077, -2.22035, 0.01542], [4.24307, 1.79732, -0.33453], [5.07295, 2.61834, 0.42437], [5.85785, 3.58198, -0.19396], [5.82820, 3.72305, -1.57262], [5.01452, 2.89719, -2.33657], [4.22411, 1.94050, -1.72190], [4.26813, 0.01093, 2.53575], [3.53320, 1.60937, 2.56412], [6.02763, -0.23108, -0.24609], [7.09563, -2.42530, -0.59181], [5.74157, -4.49159, -0.52620], [3.29689, -4.35581, -0.13226], [2.21499, -2.21833, 0.14822], [5.11657, 2.51787, 1.50057], [6.49441, 4.21929, 0.40557], [6.44158, 4.47378, -2.05339], [4.99044, 2.99803, -3.41367], [3.59995, 1.30176, -2.33288], [1.16839, -0.46760, -1.72446], [1.70810, -0.48312, -2.77514], [2.40176, -0.45350, -3.81152], [1.95402, -0.50116, -5.06046], [1.64530, -0.52946, -6.17164]],
  "forces_ev_per_angstrom": [[-0.623, 0.168, 0.224], [0.043, 0.009, -0.035], [-0.010, -0.082, 0.038], [0.013, 0.087, 0.009], [0.050, -0.043, 0.026], [0.006, -0.017, 0.028], [-0.009, 0.007, -0.001], [0.017, 0.022, 0.032], [0.001, -0.013, 0.051], [0.002, -0.012, 0.002], [0.024, 0.018, -0.033], [-0.031, 0.024, -0.005], [-0.079, 0.035, 0.060], [-0.002, 0.018, -0.258], [0.009, 0.068, -0.046], [-0.041, 0.030, -0.004], [0.271, -0.033, -0.299], [0.027, -0.034, 0.100], [-0.008, 0.021, 0.053], [0.001, -0.021, 0.028], [0.000, 0.006, -0.016], [-0.003, 0.010, 0.028], [0.002, -0.010, 0.079], [-0.089, 0.016, -0.040], [0.048, -0.022, -0.069], [-0.020, 0.046, -0.035], [0.012, -0.013, -0.051], [0.060, 0.032, 0.022], [-0.026, 0.004, 0.025], [0.037, -0.010, 0.027], [-0.012, 0.012, 0.028], [0.008, -0.004, 0.000], [-0.004, -0.003, -0.003], [-0.002, -0.002, 0.001], [-0.001, 0.012, -0.004], [0.015, -0.006, 0.000], [-0.029, -0.003, 0.021], [0.026, 0.020, 0.037], [-0.019, -0.006, 0.004], [-0.002, 0.004, -0.010], [-0.048, -0.068, 0.063], [-0.002, -0.009, 0.003], [-0.008, -0.001, 0.004], [-0.089, -0.120, 0.074], [0.011, 0.000, 0.008], [-0.011, -0.009, 0.005], [0.000, -0.004, 0.003], [0.004, 0.000, -0.003], [-0.001, -0.004, 0.009], [0.059, 0.115, 0.036], [0.001, -0.005, 0.010], [0.021, 0.038, 0.007], [0.024, 0.023, 0.004], [0.009, -0.003, 0.006], [0.003, 0.000, 0.002], [0.013, -0.008, -0.028], [-0.005, 0.006, 0.001], [0.002, 0.001, -0.001], [0.002, -0.002, 0.001], [-0.010, 0.001, 0.012], [0.049, -0.069, 0.040], [-0.006, 0.000, -0.001], [-0.003, -0.006, 0.012], [0.070, -0.117, 0.058], [0.009, -0.009, 0.017], [0.029, 0.002, -0.013], [-0.051, 0.120, 0.042], [-0.002, 0.000, -0.005], [0.005, 0.001, -0.005], [-0.058, -0.020, -0.070], [0.005, 0.008, -0.013], [-0.015, 0.032, -0.003], [-0.012, 0.020, 0.001], [0.010, 0.002, 0.000], [0.000, -0.001, 0.001], [0.000, 0.000, 0.000], [0.000, -0.001, 0.000], [0.000, 0.000, 0.000], [0.001, 0.002, 0.001], [0.022, -0.078, -0.014], [0.033, 0.090, 0.018], [0.279, -0.329, -0.303], [0.105, -0.129, 0.027], [-0.177, 0.213, -0.023], [0.070, 0.016, 0.068], [-0.007, 0.011, -0.060], [-0.016, -0.017, 0.004], [0.001, 0.004, 0.011], [-0.009, 0.014, -0.009], [-0.015, -0.052, -0.059], [0.078, -0.015, 0.043], [-0.047, 0.027, 0.011], [-0.006, 0.003, -0.003], [0.013, 0.001, -0.005], [-0.010, -0.002, 0.001], [0.000, 0.014, 0.015], [0.039, 0.080, 0.040], [-0.119, 0.030, -0.054], [-0.003, 0.000, 0.003], [0.000, -0.003, 0.004], [-0.001, 0.000, -0.003], [0.004, -0.004, -0.013], [0.014, 0.059, 0.036], [0.010, -0.005, -0.002], [0.002, 0.000, -0.001], [-0.002, 0.002, 0.001], [0.000, 0.001, 0.001], [-0.021, -0.028, -0.017], [0.203, -0.157, 0.040], [-0.118, 0.054, -0.062], [0.092, -0.042, 0.032], [-0.087, -0.008, -0.031], [0.001, 0.002, 0.012]],
  "lowdin_charge": [1.447, -0.048, -0.347, -0.047, -0.139, -0.044, -0.069, -0.039, -0.137, -0.373, -0.065, -0.040, -0.159, -0.087, -0.197, -0.187, -0.088, -0.153, -0.134, -0.037, -0.068, -0.044, -0.139, -0.354, -0.058, -0.047, -0.364, -0.040, -0.051, -0.083, 0.002, -0.061, -0.021, -0.159, -0.019, -0.061, -0.003, -0.090, -0.086, 0.085, 0.036, 0.083, 0.125, 0.042, 0.089, 0.081, 0.114, 0.104, 0.111, 0.086, 0.077, 0.076, 0.075, 0.082, 0.084, 0.065, 0.111, 0.104, 0.114, 0.126, 0.030, 0.085, 0.084, 0.040, 0.087, 0.081, 0.089, 0.077, 0.084, 0.070, 0.081, 0.071, 0.085, 0.109, 0.102, 0.110, 0.110, 0.102, 0.112, 0.113, -0.648, -0.295, -0.210, 1.001, -0.352, -0.069, -0.067, -0.069, -0.058, -0.114, -0.359, -0.085, -0.075, -0.074, -0.063, -0.095, 0.111, 0.089, 0.109, 0.108, 0.108, 0.113, 0.057, 0.095, 0.107, 0.106, 0.111, 0.077, -0.021, -0.328, 0.124, -0.363, 0.124]
}